1.
ORCA calculation (ωB97M-V/def2-TZVPD) on one molecule with the formula C6H15NO in a non-equilibrium geometry.

Max |F|: 1.1 eV Å⁻¹
SMILES: CCC[C@@H](C)NCO
Energy above the lowest of the compared OMol25 structures with the same formula, charge and spin: 26.93 kcal/mol
Net charge: 0

Geometry (Å):
C  3.1647  -0.2578  1.2235
C  2.0819  0.6420  0.6184
C  0.7180  0.4344  1.2924
C  -0.2746  -0.3190  0.3946
C  -1.5482  -0.6687  1.1588
N  -0.5319  0.4815  -0.7849
C  -1.0682  -0.1670  -1.9433
O  -2.4694  -0.0036  -2.1233
H  2.7552  -1.2721  1.3383
H  4.0017  -0.3156  0.5386
H  3.4453  0.0243  2.2317
H  2.3522  1.6917  0.7689
H  2.0059  0.4347  -0.4478
H  0.2222  1.3793  1.5568
H  0.8383  -0.1394  2.2224
H  0.2480  -1.2162  0.0587
H  -2.2658  -1.1779  0.5276
H  -1.9723  0.2842  1.5109
H  -1.3749  -1.2478  2.0596
H  -1.0882  1.3068  -0.5946
H  -0.8110  -1.2343  -1.8970
H  -0.6277  0.2327  -2.8571
H  -2.9452  -0.3013  -1.3447

2.
ORCA calculation (ωB97M-V/def2-TZVPD) on a 2-piece molecular cluster, C6H15NO2 overall in a non-equilibrium geometry.

Max |F|: 3.5 eV Å⁻¹
SMILES: CCCCCNC=O.O
Energy above the lowest of the compared OMol25 structures with the same formula, charge and spin: 38.55 kcal/mol
Net charge: 0

Geometry (Å):
C  2.7417  -2.8947  1.2396
C  1.8646  -1.6332  1.4849
C  0.4373  -1.8372  0.9251
C  -0.3219  -0.4707  0.7418
C  0.1495  0.1627  -0.5762
N  -0.8898  0.3546  -1.5758
C  -1.3952  1.6571  -1.8043
O  -2.4390  1.7569  -2.3907
H  3.2910  -2.9888  2.1777
H  2.1216  -3.7833  1.0704
H  3.3478  -2.8894  0.3392
H  2.3097  -0.8851  0.8033
H  1.8806  -1.1750  2.4633
H  -0.1106  -2.3428  1.7319
H  0.4905  -2.4141  0.0176
H  -1.3804  -0.7201  0.7575
H  -0.1418  0.0380  1.6957
H  0.7112  1.0873  -0.4477
H  0.9129  -0.4576  -1.0752
H  -1.4377  -0.4548  -1.8504
H  -0.6927  2.4160  -1.4373
O  -0.6517  2.9082  1.1426
H  -1.0173  2.0359  1.0890
H  -0.3630  2.9808  2.0422

3.
ORCA calculation (ωB97M-V/def2-TZVPD) on a 2-piece molecular cluster, C6H15NO2 overall in a non-equilibrium geometry.

Max |F|: 2.5 eV Å⁻¹
SMILES: CNC(=O)CC(C)C.O
Energy above the lowest of the compared OMol25 structures with the same formula, charge and spin: 43.57 kcal/mol
Net charge: 0

Geometry (Å):
C  2.0953  0.2155  1.2384
N  1.6837  1.2943  0.3378
C  0.6734  1.4380  -0.5886
O  0.5069  2.6000  -0.9504
C  -0.3878  0.4245  -1.0542
C  -0.5651  -0.8352  -0.2049
C  -2.0769  -1.2730  -0.3548
C  0.2594  -1.9897  -0.8310
H  2.7817  -0.4997  0.7558
H  2.5985  0.6355  2.0865
H  1.3396  -0.5369  1.4916
H  2.1992  2.1058  0.6185
H  -1.3120  1.0241  -1.0254
H  -0.1200  0.0199  -2.0383
H  -0.3534  -0.7637  0.8673
H  -2.1744  -1.9492  -1.1947
H  -2.3919  -1.7998  0.5635
H  -2.7355  -0.4339  -0.4813
H  -0.2312  -2.2986  -1.7403
H  1.2557  -1.6435  -1.1248
H  0.3306  -2.7985  -0.0995
O  -0.9706  2.0563  1.1601
H  -0.8232  2.5045  1.9939
H  -1.5818  2.5032  0.5747

4.
ORCA calculation (ωB97M-V/def2-TZVPD) on C6H15NO3 as an isolated structure.

Max |F|: 0.8 eV Å⁻¹
Energy above the lowest of the compared OMol25 structures with the same formula, charge and spin: 49.63 kcal/mol
Net charge: 0

Geometry (Å):
C  2.3466  0.6500  0.5633
C  1.8804  1.7642  1.4633
O  2.3574  -0.5555  0.9867
O  0.9265  0.7347  -0.6813
H  1.0775  -0.8437  1.1967
H  1.2930  0.5357  -1.5510
H  3.1567  0.9338  -0.1210
H  0.9802  1.4663  1.9988
H  2.6738  1.9711  2.1855
H  1.6749  2.6648  0.8863
C  -1.5657  0.0309  -0.6129
C  0.2793  -1.7239  -1.1509
C  -2.7042  -0.9777  -0.4220
C  -0.2294  -0.6226  -0.2453
N  -1.8456  1.2366  0.1522
O  -0.0398  -0.7787  1.0344
H  -1.5092  0.3094  -1.6689
H  -1.0766  1.8876  0.0322
H  -1.8792  1.0035  1.1401
H  -0.3095  -2.6210  -0.9503
H  1.3209  -1.9413  -0.9220
H  0.1670  -1.4665  -2.2046
H  -2.7350  -1.3186  0.6145
H  -2.5901  -1.8486  -1.0681
H  -3.6499  -0.4905  -0.6557

5.
ORCA calculation (ωB97M-V/def2-TZVPD) on one molecule with the formula C6H15NOS in a non-equilibrium geometry.

Max |F|: 4.0 eV Å⁻¹
SMILES: CCCCNCOSC
Energy above the lowest of the compared OMol25 structures with the same formula, charge and spin: 80.46 kcal/mol
Net charge: 0

Geometry (Å):
C  -2.8986  -1.1426  0.2926
C  -1.5103  -1.3729  0.8049
C  -0.2995  -1.1240  -0.1803
C  1.0654  -1.5058  0.4398
N  2.2134  -1.0217  -0.2395
C  2.4024  0.4033  -0.5063
O  1.2721  1.2026  -1.2648
S  1.0761  2.8650  -1.5857
C  0.1240  3.3006  -0.0376
H  -3.0919  -0.0510  0.2883
H  -3.0107  -1.4845  -0.6569
H  -3.6685  -1.6804  0.9314
H  -1.4741  -0.8610  1.7810
H  -1.6244  -2.4136  1.0601
H  -0.3311  -1.7270  -1.1130
H  -0.0829  -0.1824  -0.6503
H  1.1623  -2.6769  0.4705
H  0.9679  -0.8981  1.3173
H  2.2664  -1.5015  -1.0938
H  2.5622  0.9875  0.4338
H  3.2265  0.7230  -1.0891
H  -0.6678  2.4260  0.0289
H  0.6571  3.3750  0.8595
H  -0.3362  4.3603  -0.2907

6.
ORCA calculation (ωB97M-V/def2-TZVPD) on one molecule with the formula C6H15NOSi in a non-equilibrium geometry.

Max |F|: 5.8 eV Å⁻¹
SMILES: CC(C)[C@](C)([SiH3])C(N)=O
Energy above the lowest of the compared OMol25 structures with the same formula, charge and spin: 55.50 kcal/mol
Net charge: 0

Geometry (Å):
C  2.0926  0.5728  0.2752
C  0.9198  -0.4421  0.3665
C  1.1796  -1.7507  -0.3271
C  -0.3881  0.2803  -0.2015
C  -0.2664  0.5178  -1.7474
Si  -0.9576  1.9705  0.6196
C  -1.6192  -0.6620  -0.0475
N  -1.7733  -1.0186  1.2814
O  -2.3546  -1.0032  -0.8905
H  1.6830  1.4223  0.6972
H  2.9155  0.0217  0.7793
H  2.3762  0.8423  -0.8081
H  0.7513  -0.5179  1.4797
H  1.8488  -2.4651  0.0796
H  0.2030  -2.3118  -0.4373
H  1.5024  -1.5896  -1.3574
H  0.2784  -0.3384  -2.2666
H  0.0301  1.5060  -1.9129
H  -1.2844  0.4629  -1.9747
H  -0.5039  1.7130  2.0628
H  -2.2996  1.8393  0.6311
H  -0.4593  3.1898  0.1285
H  -1.2444  -0.8448  2.1073
H  -2.6300  -1.3948  1.4624

Number 1: orbital gap 9.89 eV. Number 2: orbital gap 10.15 eV. Number 3: orbital gap 9.63 eV. Number 4: orbital gap 10.05 eV. Number 5: orbital gap 9.22 eV. Number 6: orbital gap 10.49 eV.